--- P ---
Molecular formula: C4H6N2O
Method: DFT, the ωB97M-V functional and the def2-TZVPD basis

Gap between HOMO and LUMO (spin up / spin down): 7.44 / 7.04 eV
Lowest unoccupied orbital energy (spin up / spin down): 0.8991 / -2.3476 eV
Highest occupied orbital energy (spin up / spin down): -6.5 / -9.4 eV
2S+1: 3
M: 98.10 g/mol

Last column: Mulliken charge in e.
Positions of all 13 atoms, in Å:
C -0.574 0.234 -0.493  -0.0548
C -2.028 0.505 -0.307  -0.4335
C 0.636 0.972 0.200  0.4942
C 1.003 -1.585 0.420  -0.7514
N 1.525 1.784 0.407  -0.6262
N 0.362 -0.293 0.528  -0.0744
O -2.958 -0.098 0.247  -0.3040
H -0.469 -0.166 -1.550  0.3003
H -2.387 1.475 -0.680  0.3377
H 0.268 -2.319 0.088  0.3016
H 1.671 -1.422 -0.461  0.3197
H 1.562 -1.870 1.373  0.2339
H 1.388 2.784 0.228  0.2568


--- Q ---
Molecular formula: C4H6N2O
Method: DFT, the ωB97M-V functional and the def2-TZVPD basis

Gap between HOMO and LUMO (spin up / spin down): 6.90 / 7.31 eV
Lowest unoccupied orbital energy (spin up / spin down): 0.7657 / -1.1347 eV
Highest occupied orbital energy (spin up / spin down): -6.1 / -8.4 eV
2S+1: 3
M: 98.10 g/mol

Last column: Mulliken charge in e.
Positions of all 13 atoms, in Å:
C 1.957 -0.101 0.009  -0.2146
C 1.119 0.881 0.061  0.0041
C -0.662 -0.961 -0.024  0.3528
C -2.113 -0.969 0.061  -0.8933
N 0.245 -1.791 0.010  -0.3125
N 0.948 2.218 0.057  -0.4451
O 1.546 -1.478 -0.051  -0.1976
H 3.031 -0.179 0.095  0.4165
H -2.536 -0.807 -0.931  0.2576
H -2.484 -1.919 0.453  0.3031
H -2.452 -0.161 0.711  0.2488
H 0.012 2.543 0.253  0.2463
H 1.390 2.725 -0.703  0.2339


Relative energy of each structure, in eV: P 0.000; Q 0.646.


--- P ---
Molecular formula: C2H5N2
Method: DFT, the ωB97M-V functional and the def2-TZVPD basis

Gap between HOMO and LUMO: 11.98 eV
Total charge: +1
Lowest unoccupied orbital energy: -3.9560 eV
Highest occupied orbital energy: -15.9 eV
M: 57.08 g/mol

Last column: Mulliken charge in e.
Positions of all 9 atoms, in Å:
C 0.764 0.707 0.055  0.0181
C -0.781 -0.638 0.072  -0.2127
N 0.910 -0.580 -0.044  -0.2448
N -0.562 0.814 -0.029  -0.2052
H 1.573 1.382 0.081  0.4025
H -1.330 -1.038 -0.901  0.2784
H -1.230 -1.135 0.927  0.2908
H 1.805 -1.210 0.156  0.3332
H -1.148 1.698 -0.318  0.3397


--- Q ---
Molecular formula: C2H5N2
Method: DFT, the ωB97M-V functional and the def2-TZVPD basis

Gap between HOMO and LUMO: 11.66 eV
Total charge: +1
Lowest unoccupied orbital energy: -4.8327 eV
Highest occupied orbital energy: -16.5 eV
M: 57.08 g/mol

Last column: Mulliken charge in e.
Positions of all 9 atoms, in Å:
C 0.247 -0.173 -0.103  0.6290
C -0.971 0.665 -0.113  -0.4513
N -0.548 -1.158 -0.215  -0.3668
N 1.506 0.063 -0.035  -0.2964
H -1.531 0.865 0.912  0.2941
H -1.473 1.103 -1.034  0.2903
H -1.128 -1.699 0.445  0.3414
H 1.765 1.038 0.044  0.2817
H 2.134 -0.703 0.098  0.2780


--- R ---
Molecular formula: C2H5N2
Method: DFT, the ωB97M-V functional and the def2-TZVPD basis

Gap between HOMO and LUMO (spin up / spin down): 8.34 / 8.45 eV
Total charge: +1
Lowest unoccupied orbital energy (spin up / spin down): -7.0037 / -6.8394 eV
Highest occupied orbital energy (spin up / spin down): -15.3 / -15.3 eV
M: 57.08 g/mol

Last column: Mulliken charge in e.
Positions of all 9 atoms, in Å:
C 0.726 -0.246 -0.301  -0.3262
C 0.642 1.084 0.055  -0.3965
N -1.714 -1.028 0.202  -0.0194
N -0.751 -1.155 -0.379  0.1614
H 1.048 -0.470 -1.314  0.2714
H 1.122 -0.946 0.440  0.3364
H 0.513 1.404 1.081  0.3356
H 0.622 1.855 -0.702  0.2806
H -2.209 -0.498 0.918  0.3568


Relative energy of each structure, in eV: P 0.000; Q 0.404; R 2.580.


--- P ---
Molecular formula: C3H13NO4
Method: DFT, the ωB97M-V functional and the def2-TZVPD basis

Gap between HOMO and LUMO: 9.83 eV
SMILES: CNCC=O.O.O.O
Lowest unoccupied orbital energy: 0.5766 eV
Highest occupied orbital energy: -9.3 eV
M: 127.14 g/mol

Last column: Mulliken charge in e.
Positions of all 21 atoms, in Å:
C 1.933 -0.522 0.527  -0.8919
N 1.462 0.527 1.414  -0.4077
C -0.020 0.590 1.442  -0.0894
C -0.317 2.021 1.122  -0.0243
O -1.121 2.447 0.326  -0.5188
H 1.677 -1.559 0.771  0.3349
H 1.584 -0.311 -0.483  0.2776
H 3.021 -0.520 0.484  0.3515
H 1.775 0.380 2.367  0.2212
H -0.419 0.274 2.421  0.3426
H -0.494 -0.206 0.864  0.0565
H 0.393 2.734 1.541  0.3692
O -1.362 1.024 -2.150  -0.7131
H -1.527 1.131 -1.212  0.3961
H -1.048 1.584 -2.851  0.2920
O 0.858 -3.485 -0.891  -0.6305
H 0.662 -4.068 -0.152  0.3113
H 0.046 -2.946 -0.964  0.3441
O -1.200 -1.310 -0.911  -0.6807
H -1.114 -0.795 -1.740  0.3506
H -1.877 -1.956 -1.144  0.3088


--- Q ---
Molecular formula: C3H13NO4
Method: DFT, the ωB97M-V functional and the def2-TZVPD basis

Gap between HOMO and LUMO: 9.91 eV
SMILES: CNCC=O.O.O.O
Lowest unoccupied orbital energy: 0.5175 eV
Highest occupied orbital energy: -9.4 eV
M: 127.14 g/mol

Last column: Mulliken charge in e.
Positions of all 21 atoms, in Å:
C 0.078 1.710 2.262  -0.7978
N 0.795 0.497 1.908  -0.4036
C 0.266 -0.251 0.762  -0.2341
C -0.348 -1.572 1.124  -0.0448
O -0.327 -2.567 0.454  -0.5109
H -0.573 2.054 1.449  0.2756
H -0.486 1.593 3.180  0.2408
H 0.729 2.586 2.345  0.3323
H 1.780 0.623 1.755  0.2830
H 1.074 -0.327 0.032  0.4310
H -0.490 0.353 0.262  0.1878
H -0.817 -1.502 2.129  0.2999
O -0.087 -2.278 -2.100  -0.6598
H 0.271 -2.045 -1.231  0.3208
H 0.463 -1.955 -2.819  0.3225
O -1.782 0.429 -1.961  -0.6698
H -1.510 -0.364 -2.421  0.3614
H -2.436 0.203 -1.298  0.3101
O 1.347 0.696 -2.142  -0.6345
H 1.647 1.507 -1.728  0.2993
H 0.405 0.611 -1.961  0.2905


Relative energy of each structure, in eV: P 0.293; Q 0.000.


--- P ---
Molecular formula: C4H12O3
Method: DFT, the ωB97M-V functional and the def2-TZVPD basis

Gap between HOMO and LUMO (spin up / spin down): 2.90 / 7.14 eV
Total charge: -1
Lowest unoccupied orbital energy (spin up / spin down): 3.7187 / 3.6380 eV
Highest occupied orbital energy (spin up / spin down): 0.8 / -3.5 eV
2S+1: 2
M: 108.14 g/mol

Last column: Mulliken charge in e.
Positions of all 19 atoms, in Å:
C 1.702 -0.545 1.807  -1.2454
C -0.326 -0.504 -1.585  -0.5831
O 0.427 0.108 -2.724  -0.5758
C 0.606 -0.832 -0.525  -0.1511
C 1.040 -0.042 0.503  -0.0114
H 2.768 -0.994 1.734  0.2129
H 1.087 -1.275 2.281  0.3843
H 1.632 0.356 2.398  0.3010
H -0.605 -1.442 -2.000  0.1696
H -1.170 0.127 -1.293  0.1767
H 0.298 1.082 -2.641  0.3890
H 1.172 -1.695 -0.800  0.0929
H 0.875 1.068 0.436  0.1011
H -2.294 -1.220 1.510  0.3650
H -2.493 -1.569 3.012  0.3912
O -2.279 -0.808 2.419  -0.9284
H -0.121 2.946 -1.159  0.3283
H -1.600 2.451 -1.494  0.3469
O -0.719 2.789 -1.881  -0.7634


--- Q ---
Molecular formula: C4H12O3
Method: DFT, the ωB97M-V functional and the def2-TZVPD basis

Gap between HOMO and LUMO (spin up / spin down): 2.68 / 6.13 eV
Total charge: -1
Lowest unoccupied orbital energy (spin up / spin down): 2.7755 / 2.7649 eV
Highest occupied orbital energy (spin up / spin down): 0.1 / -3.4 eV
2S+1: 2
M: 108.14 g/mol

Last column: Mulliken charge in e.
Positions of all 19 atoms, in Å:
C 0.927 0.320 -0.939  -0.7047
C 0.440 1.763 -1.021  0.9365
C 0.234 2.456 0.329  -1.2866
C -0.900 1.733 -1.799  -1.8760
O 2.135 -0.046 -0.649  -0.8176
H 0.202 -0.422 -1.277  0.2767
H 1.150 2.244 -1.714  0.2306
H 0.381 1.744 1.125  0.3199
H -0.758 2.921 0.396  0.3936
H 0.894 3.297 0.579  0.2626
H -1.257 2.761 -1.880  0.4538
H -1.601 1.162 -1.190  0.3922
H -0.727 1.294 -2.769  0.4537
H -4.370 -5.713 0.361  0.3187
H -3.157 -5.882 1.231  0.3272
O -4.115 -5.755 1.289  -0.6469
H 2.113 -0.159 2.668  0.2653
H 2.301 0.487 1.220  0.3654
O 2.012 0.632 2.140  -0.6643


Relative energy of each structure, in eV: P 1.844; Q 0.000.